No. 1
{
  "formula": "C30H47BF3IrN8S3",
  "method": "ωB97M-V with the def2-TZVPD basis set",
  "homo_ev": [-15.55, -17.60],
  "charge": 3,
  "multiplicity": 6,
  "s_squared": 8.802,
  "e_above_lowest_kcal_mol": 0.0,
  "e_tot_ev": -87941.4150,
  "species": ["Ir", "C", "C", "C", "C", "N", "N", "B", "N", "N", "C", "C", "C", "C", "C", "S", "C", "C", "C", "C", "N", "N", "C", "C", "C", "C", "C", "S", "C", "C", "C", "C", "C", "S", "C", "C", "C", "C", "H", "H", "H", "H", "H", "H", "H", "H", "H", "H", "H", "H", "H", "H", "H", "H", "H", "H", "H", "H", "H", "H", "H", "H", "H", "H", "H", "H", "H", "H", "H", "H", "H", "H", "H", "H", "H", "H", "H", "N", "C", "C", "N", "H", "H", "H", "H", "H", "H", "H", "H", "F", "C", "F", "F"],
  "coordinates": [[-3.67987, 1.02441, 0.86756], [-2.85760, -3.49369, -3.89095], [-1.68582, -3.08575, -3.05506], [-0.47495, -3.73217, -3.09317], [0.61592, -3.33100, -2.28659], [0.48614, -2.29163, -1.48457], [-0.69057, -1.66678, -1.44344], [-0.47916, -0.49174, -0.52024], [-0.72028, -0.52341, 0.84753], [0.05786, 0.35197, 1.61392], [0.33184, -0.05979, 2.82354], [-0.23106, -1.26499, 3.35281], [-1.36628, -1.80565, 2.75351], [-2.25884, -2.77648, 3.47392], [-1.65752, -1.34655, 1.47593], [-3.31974, -1.30759, 0.85242], [1.27999, 0.81650, 3.63405], [0.99913, 2.29655, 3.35171], [2.70527, 0.46758, 3.17131], [1.14616, 0.55715, 5.13722], [0.11571, 0.75588, -1.12103], [1.43550, 0.76113, -1.27200], [1.98964, 1.85606, -1.75264], [1.18419, 2.96383, -2.10878], [-0.18053, 2.94341, -1.96294], [-1.05150, 4.09609, -2.35758], [-0.71245, 1.75463, -1.42100], [-2.45079, 1.51089, -1.26968], [3.49459, 1.89467, -1.91013], [4.12588, 0.56860, -1.49141], [3.82383, 2.18031, -3.38571], [4.03412, 3.02981, -1.02271], [-1.76894, -1.99559, -2.16086], [-3.21904, -1.08801, -1.92760], [1.94344, -4.05313, -2.32568], [1.69519, -5.53628, -1.99819], [2.92280, -3.45945, -1.31488], [2.51473, -3.91877, -3.74808], [-2.58629, -4.30407, -4.56284], [-3.22257, -2.65607, -4.48775], [-3.68276, -3.83383, -3.26198], [-0.34665, -4.57382, -3.76246], [0.11570, -1.65287, 4.29875], [-1.82543, -3.06354, 4.42873], [-2.41678, -3.67574, 2.87774], [-3.24259, -2.34253, 3.66441], [1.10184, 2.53765, 2.29385], [1.70230, 2.91239, 3.91174], [-0.00453, 2.58111, 3.69192], [2.83267, 0.68823, 2.10978], [2.92839, -0.58803, 3.33719], [3.42779, 1.05427, 3.73936], [0.12065, 0.69614, 5.48977], [1.77789, 1.26120, 5.67776], [1.47788, -0.44278, 5.41721], [1.65955, 3.84433, -2.52254], [-0.45445, 4.89500, -2.79031], [-1.58049, 4.49998, -1.49231], [-1.80088, 3.78905, -3.08842], [3.77853, -0.25264, -2.12034], [3.90250, 0.32425, -0.45147], [5.20731, 0.64190, -1.59866], [3.44230, 1.39247, -4.03804], [4.90597, 2.22100, -3.50635], [3.42457, 3.13775, -3.72493], [3.79270, 2.86070, 0.02915], [3.65073, 4.00844, -1.31777], [5.11917, 3.06600, -1.11595], [1.26489, -5.65838, -1.00243], [2.64816, -6.06431, -2.01832], [1.04165, -6.02198, -2.72466], [2.54985, -3.55183, -0.29357], [3.11712, -2.40503, -1.51530], [3.86640, -3.99953, -1.37983], [1.85963, -4.35901, -4.50209], [3.46706, -4.44595, -3.79756], [2.69362, -2.87339, -4.00736], [-2.69113, 1.58335, 2.75088], [-3.17790, 2.92284, 3.18498], [-3.26758, 3.80310, 1.96073], [-4.14394, 3.12774, 0.96406], [-2.88581, 0.87966, 3.46023], [-1.67608, 1.59418, 2.62712], [-2.50845, 3.35645, 3.92718], [-4.15809, 2.79476, 3.64557], [-2.27920, 3.92785, 1.51314], [-3.65390, 4.78917, 2.21640], [-4.06028, 3.58612, 0.05943], [-5.12119, 3.24192, 1.23005], [-6.02431, -0.34670, -0.00719], [-5.70417, 0.61910, 0.85577], [-5.97980, 0.19911, 2.10130], [-6.47862, 1.67381, 0.59574]],
  "forces_ev_per_a": [[-0.1, 0.0, 0.2], [0.0, 0.0, 0.0], [0.0, -0.1, -0.1], [0.0, 0.0, 0.0], [0.0, 0.1, 0.0], [0.0, 0.0, 0.0], [0.0, -0.1, 0.0], [-0.1, 0.1, -0.1], [0.0, -0.1, 0.1], [0.1, 0.0, 0.0], [-0.1, -0.1, 0.0], [0.1, 0.1, 0.0], [-0.1, -0.1, -0.1], [0.0, 0.0, 0.0], [-0.1, 0.0, 0.0], [0.1, 0.0, 0.0], [0.0, 0.0, 0.0], [0.0, 0.0, 0.0], [0.0, 0.0, 0.0], [0.0, 0.0, 0.0], [-0.1, -0.1, 0.0], [0.1, 0.0, 0.0], [0.0, 0.0, 0.0], [0.0, 0.0, 0.0], [0.0, 0.1, 0.0], [0.0, 0.0, 0.0], [0.0, 0.1, 0.0], [-0.1, 0.0, 0.0], [0.0, 0.0, 0.0], [0.0, 0.0, 0.0], [0.0, 0.0, 0.0], [0.0, 0.0, 0.0], [0.2, 0.1, 0.1], [0.0, 0.0, 0.0], [0.0, 0.0, 0.0], [0.0, 0.0, 0.0], [0.0, 0.0, 0.0], [0.0, 0.0, 0.0], [0.0, 0.0, 0.0], [0.0, 0.0, 0.0], [0.0, 0.0, 0.0], [0.0, 0.0, 0.0], [0.0, 0.0, 0.0], [0.0, 0.0, 0.0], [0.0, 0.0, 0.0], [0.0, 0.0, 0.0], [0.0, 0.0, 0.0], [0.0, 0.0, 0.0], [0.0, 0.0, 0.0], [0.0, 0.0, 0.0], [0.0, 0.0, 0.0], [0.0, 0.0, 0.0], [0.0, 0.0, 0.0], [0.0, 0.0, 0.0], [0.0, 0.0, 0.0], [0.0, 0.0, 0.0], [0.0, 0.0, 0.0], [0.0, 0.0, 0.0], [0.0, 0.0, 0.0], [0.0, 0.0, 0.0], [0.0, 0.0, 0.0], [0.0, 0.0, 0.0], [0.0, 0.0, 0.0], [0.0, 0.0, 0.0], [0.0, 0.0, 0.0], [0.0, 0.0, 0.0], [0.0, 0.0, 0.0], [0.0, 0.0, 0.0], [0.0, 0.0, 0.0], [0.0, 0.0, 0.0], [0.0, 0.0, 0.0], [0.0, 0.0, 0.0], [0.0, 0.0, 0.0], [0.0, 0.0, 0.0], [0.0, 0.0, 0.0], [0.0, 0.0, 0.0], [0.0, 0.0, 0.0], [0.0, 0.0, 0.0], [0.0, 0.0, 0.0], [0.0, 0.0, 0.0], [0.0, -0.1, 0.0], [0.0, 0.0, 0.0], [0.0, 0.0, 0.0], [0.0, 0.0, 0.0], [0.0, 0.0, 0.0], [0.0, 0.0, 0.0], [0.0, 0.0, 0.0], [0.0, 0.0, 0.0], [0.0, 0.0, 0.0], [0.0, 0.0, 0.0], [0.2, 0.0, -0.1], [0.0, 0.0, 0.0], [-0.1, 0.1, 0.0]]
}

No. 2
{
  "formula": "C24H30Co2NO8Si2",
  "method": "ωB97M-V with the def2-TZVPD basis set",
  "homo_ev": -1.30,
  "charge": -1,
  "e_above_lowest_kcal_mol": 39.1,
  "e_tot_ev": -134249.6902,
  "species": ["C", "Si", "C", "C", "O", "N", "O", "Si", "C", "C", "C", "C", "C", "C", "H", "H", "H", "H", "H", "H", "H", "H", "H", "H", "H", "H", "H", "H", "H", "H", "H", "H", "H", "H", "H", "H", "H", "O", "C", "Co", "C", "O", "C", "O", "C", "C", "C", "C", "C", "C", "C", "C", "C", "Co", "C", "O", "C", "O", "C", "O", "H", "H", "H", "H", "H", "H", "H"],
  "coordinates": [[1.92769, 5.18715, 1.85612], [2.48735, 3.51788, 1.26675], [3.45541, 3.74379, -0.31217], [3.23233, 2.43388, 2.57223], [1.04142, 2.76209, 0.78472], [0.70073, 1.46732, 1.32111], [-0.68251, 1.46793, 1.38219], [-1.52128, 2.90498, 0.90514], [-1.41768, 4.22251, 2.22027], [-1.00576, 3.56356, -0.77652], [-3.28077, 2.29397, 0.71919], [1.18545, 0.46768, 0.52504], [2.60735, 0.45394, 0.17905], [0.22292, -0.37433, -0.23725], [2.80008, 5.85453, 1.88051], [1.18315, 5.63302, 1.18287], [1.50766, 5.13841, 2.86774], [4.43842, 4.16318, -0.05675], [3.61895, 2.82760, -0.88873], [2.93737, 4.46141, -0.96342], [3.44148, 3.05754, 3.45303], [2.52290, 1.64126, 2.85737], [4.18784, 1.99384, 2.25642], [-2.27336, 4.90055, 2.07476], [-1.49965, 3.79118, 3.22593], [-0.50548, 4.82534, 2.18389], [-1.87674, 4.07246, -1.21651], [-0.19156, 4.29633, -0.73040], [-0.71531, 2.76886, -1.47257], [-3.93354, 3.16613, 0.54887], [-3.37920, 1.61337, -0.14009], [-3.62626, 1.77093, 1.62050], [2.90145, -0.56063, -0.11875], [2.87783, 1.13304, -0.65005], [3.22170, 0.70017, 1.05388], [0.78224, -0.81474, -1.07481], [-0.45188, 0.36165, -0.70375], [-3.13821, -5.65338, -4.87509], [-2.79819, -5.05041, -3.95294], [-2.30561, -4.08553, -2.57509], [-3.23426, -5.16669, -1.55994], [-3.89008, -5.83519, -0.88426], [-0.63368, -4.64377, -2.50632], [0.45125, -5.04491, -2.47086], [-2.50121, -2.68355, -1.07218], [-1.54488, -1.88552, -0.59332], [-0.61634, -1.39849, 0.41003], [0.07428, -2.67014, 0.93231], [-0.75826, -3.60727, 1.55348], [-0.34729, -4.92477, 1.71674], [0.94817, -5.28995, 1.32161], [1.83499, -4.32061, 0.83815], [1.41087, -2.98971, 0.68523], [-1.60801, -1.81876, -2.39987], [-2.14596, -2.54913, -4.00127], [-2.33865, -2.34704, -5.14054], [0.07312, -1.97921, -2.96218], [1.13875, -2.06805, -3.41343], [-1.81861, -0.10824, -2.74160], [-1.95322, 1.02923, -2.93118], [-3.50732, -2.80224, -0.64504], [-1.15523, -0.95303, 1.26755], [-1.76245, -3.28274, 1.85134], [-1.04363, -5.64806, 2.15591], [1.26685, -6.32493, 1.43224], [2.86502, -4.58335, 0.58980], [2.11709, -2.22234, 0.37489]],
  "forces_ev_per_a": [[0.5, 0.6, 0.3], [-2.0, -1.2, -1.0], [0.5, 0.4, 0.0], [0.7, 0.4, 0.8], [1.0, 2.9, -1.0], [1.0, -0.6, 2.8], [-1.8, 0.9, -0.5], [1.5, -1.1, -0.3], [-0.3, 0.3, 0.2], [-0.5, 0.5, -0.2], [-0.2, 0.0, 0.2], [-0.9, -2.9, -0.1], [0.4, -0.2, 0.3], [1.8, 2.5, -1.2], [-0.2, 0.1, 0.1], [0.2, -0.2, 0.1], [0.1, 0.0, -0.2], [0.0, 0.0, -0.2], [-0.1, 0.2, 0.3], [0.1, -0.1, 0.2], [0.0, -0.2, 0.0], [0.2, 0.3, -0.2], [-0.2, 0.1, 0.1], [0.1, -0.1, 0.1], [0.0, 0.0, -0.2], [-0.3, -0.3, -0.1], [0.0, -0.1, -0.1], [-0.1, -0.3, 0.1], [0.0, 0.1, 0.2], [0.1, -0.3, 0.0], [0.1, 0.2, 0.2], [0.0, 0.1, -0.2], [0.1, 0.2, -0.1], [0.2, -0.1, 0.0], [0.1, -0.1, -0.5], [-0.2, -0.1, 0.3], [-0.3, -0.4, -0.4], [0.6, 0.3, 1.1], [-1.1, 0.3, -1.9], [-0.5, -1.7, 0.0], [-1.3, -0.2, 1.4], [0.9, 0.5, -0.8], [3.4, -1.0, 0.9], [-1.9, 0.5, -0.2], [-2.3, -0.7, 1.9], [0.2, -2.0, -0.6], [-0.4, -0.6, 1.5], [-0.1, 0.1, -0.1], [0.0, -0.2, -0.2], [0.2, 0.2, 0.2], [0.0, 0.2, 0.1], [-0.3, 0.1, 0.4], [-0.2, -0.4, -0.1], [1.5, 2.2, -2.4], [-1.2, 0.9, -0.9], [0.3, -0.8, 1.0], [3.0, 0.3, -0.7], [-2.2, 0.1, 0.8], [-0.8, 2.3, -0.6], [0.3, -2.2, 0.3], [0.3, 0.2, -0.1], [0.0, -0.1, -0.2], [0.3, -0.3, -0.2], [0.4, 0.2, -0.2], [0.0, 0.2, -0.1], [-0.3, 0.0, 0.1], [-0.3, -0.2, -0.2]]
}

No. 3
{
  "formula": "CHClOS",
  "method": "ωB97M-V with the def2-TZVPD basis set",
  "homo_ev": [-9.09, -9.09],
  "e_above_lowest_kcal_mol": 95.6,
  "e_tot_ev": -26452.5729,
  "species": ["C", "O", "S", "Cl", "H"],
  "coordinates": [[-0.11007, -0.79138, 0.50047], [4.01820, 1.53906, -0.12640], [4.37421, 0.11914, 0.08385], [0.94468, -1.84311, -0.09238], [-0.20099, -0.03346, -0.29406]],
  "forces_ev_per_a": [[-1.5, 1.5, 0.9], [0.0, 0.0, 0.0], [0.0, 0.0, 0.0], [1.6, -1.7, -0.8], [-0.1, 0.2, 0.0]]
}

No. 4
{
  "formula": "C4H7PS",
  "method": "ωB97M-V with the def2-TZVPD basis set",
  "homo_ev": -8.72,
  "e_above_lowest_kcal_mol": 27.9,
  "e_tot_ev": -24383.1914,
  "species": ["C", "C", "C", "C", "P", "S", "H", "H", "H", "H", "H", "H", "H"],
  "coordinates": [[1.42121, -0.04417, -0.73932], [-0.02221, 1.30516, 0.26557], [0.14368, -0.20874, 0.05787], [-1.14049, -0.93547, -0.56810], [1.57770, 1.64373, -0.67304], [0.47757, -1.03834, 1.65926], [1.94402, -0.79556, -1.25776], [-0.72472, 1.66570, -0.37031], [-0.20455, 1.69380, 1.37113], [-1.06791, -2.03615, -0.34350], [-1.12590, -0.88425, -1.61964], [-2.04565, -0.45258, -0.03737], [0.76724, 0.08687, 2.25521]],
  "forces_ev_per_a": [[-1.0, 1.6, 0.1], [1.6, 0.2, 3.3], [-0.6, -0.5, -0.1], [0.8, 0.0, 2.8], [0.0, -1.3, 0.4], [-0.3, -0.8, -0.3], [0.7, -0.9, -0.5], [-2.7, 1.2, -1.5], [0.4, -0.7, -2.4], [-0.3, 1.1, 0.0], [-0.3, 0.6, -1.3], [1.3, -1.0, -1.2], [0.4, 0.6, 0.6]]
}